--- 1 ---
{"formula": "C66H61FN7O8PSr", "method": "ωB97M-V with the def2-TZVPD basis set", "gap_ev": 5.640, "total_charge": -2, "species": ["Sr", "P", "F", "O", "O", "O", "O", "O", "O", "O", "O", "N", "N", "N", "N", "N", "N", "N", "C", "C", "C", "C", "C", "C", "C", "C", "C", "C", "C", "C", "C", "C", "C", "C", "C", "C", "C", "C", "C", "C", "C", "C", "C", "C", "C", "C", "C", "C", "C", "C", "C", "C", "C", "C", "C", "C", "C", "C", "C", "C", "C", "C", "C", "C", "C", "C", "C", "C", "C", "C", "C", "C", "C", "C", "C", "C", "C", "C", "C", "C", "C", "C", "C", "C", "H", "H", "H", "H", "H", "H", "H", "H", "H", "H", "H", "H", "H", "H", "H", "H", "H", "H", "H", "H", "H", "H", "H", "H", "H", "H", "H", "H", "H", "H", "H", "H", "H", "H", "H", "H", "H", "H", "H", "H", "H", "H", "H", "H", "H", "H", "H", "H", "H", "H", "H", "H", "H", "H", "H", "H", "H", "H", "H", "H", "H"], "positions_angstrom": [[1.419, -0.662, -0.979], [-3.336, 2.584, 0.985], [0.394, 1.471, -0.857], [-1.550, -0.968, 0.201], [0.787, -7.163, -5.045], [-1.299, -6.880, -5.469], [-3.635, -3.234, -3.754], [-0.174, -1.849, -1.954], [2.607, -2.213, -1.935], [3.006, -4.412, -1.684], [-2.725, -1.589, -2.737], [5.547, 1.204, -1.258], [-2.516, -0.158, 0.729], [1.107, 2.702, 1.553], [-0.253, -6.535, -4.936], [-2.657, -2.688, -3.252], [3.249, 0.864, -1.426], [4.484, 0.209, 0.516], [-0.180, 5.525, -0.496], [3.043, 2.268, -4.884], [0.975, -3.786, -2.729], [1.616, 3.245, 2.719], [-4.202, 1.616, 2.337], [6.851, 0.858, -0.857], [3.369, 4.798, 1.592], [5.819, -0.307, 2.920], [0.310, 4.823, 0.594], [0.929, -4.934, -3.465], [-1.231, 2.244, 4.833], [0.342, 0.369, 4.246], [3.276, 3.113, -2.289], [-5.915, 0.818, -1.723], [-0.181, 3.522, -1.785], [2.101, -2.232, 2.031], [-5.193, 6.312, 1.547], [4.531, -1.022, 2.561], [1.084, 2.742, 3.941], [2.529, -1.249, 1.126], [-0.414, 4.896, -1.717], [-5.369, 0.228, 4.507], [-2.769, -0.453, 1.931], [-1.377, -3.403, -3.305], [3.204, 4.524, 4.063], [9.082, 1.604, -0.287], [7.239, -0.483, -0.692], [4.033, -1.993, 3.420], [9.458, 0.289, -0.042], [1.634, 3.106, 5.159], [-3.033, 4.855, 2.472], [0.628, 3.428, 0.553], [3.173, 4.053, -3.299], [-3.308, 6.100, 3.018], [-0.194, -2.928, -2.621], [2.315, -3.459, -2.038], [-3.773, 0.315, 2.686], [-4.435, 2.255, -0.456], [-5.832, 1.483, 4.148], [-0.100, 1.793, 3.903], [3.043, 3.627, -4.615], [3.253, 1.734, -2.549], [2.694, 4.180, 2.812], [2.699, 3.995, 5.240], [4.840, 4.384, 1.496], [-5.195, 2.903, -2.663], [2.830, -2.628, 3.144], [3.246, -0.151, -4.281], [4.342, 0.715, -0.739], [-4.345, -0.344, 3.775], [-4.917, 5.060, 1.008], [-4.395, 6.835, 2.556], [-5.173, 1.078, -0.577], [3.161, 1.302, -3.880], [-4.446, 3.158, -1.522], [7.786, 1.881, -0.686], [-0.239, -5.321, -4.137], [-5.931, 1.731, -2.768], [0.278, 2.843, -0.690], [3.784, -0.715, 1.405], [-3.839, 4.307, 1.470], [-5.249, 2.162, 3.087], [8.543, -0.729, -0.261], [-1.383, -4.570, -4.042], [3.274, 6.329, 1.592], [6.327, -1.646, -1.009], [-2.283, -4.882, -4.544], [3.106, -0.837, -3.449], [-3.850, 4.063, -1.462], [5.525, -1.376, -1.697], [2.459, -3.405, 3.809], [5.414, 4.764, 2.348], [-3.987, -1.337, 4.026], [1.813, -5.555, -3.513], [-2.177, 4.286, 2.825], [3.665, 6.740, 0.654], [3.169, 5.107, -3.052], [-5.806, -0.303, 5.345], [-0.971, 2.078, 5.885], [-6.499, 1.521, -3.667], [-0.466, 1.783, 2.878], [1.135, -2.715, 1.863], [-0.389, 6.586, -0.391], [6.632, -0.491, 2.206], [9.791, 2.413, -0.152], [-1.570, -0.811, -0.756], [-6.645, 1.943, 4.698], [3.856, 6.753, 2.418], [0.468, 5.331, 1.538], [2.241, 6.663, 1.699], [6.906, -2.453, -1.460], [-5.618, 3.147, 2.843], [2.961, 1.928, -5.912], [-5.564, 4.662, 0.235], [2.503, -0.382, -5.048], [5.842, -2.051, -0.116], [4.923, 3.300, 1.484], [5.664, 0.776, 2.985], [3.347, 3.434, -1.254], [-2.668, 6.501, 3.795], [0.807, 0.334, 5.238], [5.295, 4.779, 0.579], [1.071, 0.014, 3.517], [3.119, 4.272, 6.201], [-6.045, 6.876, 1.183], [7.472, 2.905, -0.863], [-2.267, -1.295, 2.408], [4.231, -0.360, -4.708], [2.866, 4.433, 0.706], [4.034, 5.225, 4.119], [-0.363, 2.965, -2.700], [10.458, 0.058, 0.305], [1.215, 2.696, 6.075], [-2.150, 1.681, 4.624], [-0.515, -0.320, 4.243], [-5.159, 0.349, 0.224], [6.170, -0.646, 3.897], [-5.192, 3.619, -3.478], [5.437, 0.319, 0.818], [-0.789, 5.440, -2.575], [-1.448, 3.310, 4.710], [8.844, -1.762, -0.115], [2.935, 4.345, -5.420], [4.599, -2.249, 4.310], [-6.473, -0.107, -1.801], [-4.614, 7.809, 2.975], [5.444, 1.990, -1.878]]}

---

--- 2 ---
{"formula": "C66H61FN7O8PSr", "method": "ωB97M-V with the def2-TZVPD basis set", "gap_ev": 5.464, "total_charge": -2, "species": ["Sr", "P", "F", "O", "O", "O", "O", "O", "O", "O", "O", "N", "N", "N", "N", "N", "N", "N", "C", "C", "C", "C", "C", "C", "C", "C", "C", "C", "C", "C", "C", "C", "C", "C", "C", "C", "C", "C", "C", "C", "C", "C", "C", "C", "C", "C", "C", "C", "C", "C", "C", "C", "C", "C", "C", "C", "C", "C", "C", "C", "C", "C", "C", "C", "C", "C", "C", "C", "C", "C", "C", "C", "C", "C", "C", "C", "C", "C", "C", "C", "C", "C", "C", "C", "H", "H", "H", "H", "H", "H", "H", "H", "H", "H", "H", "H", "H", "H", "H", "H", "H", "H", "H", "H", "H", "H", "H", "H", "H", "H", "H", "H", "H", "H", "H", "H", "H", "H", "H", "H", "H", "H", "H", "H", "H", "H", "H", "H", "H", "H", "H", "H", "H", "H", "H", "H", "H", "H", "H", "H", "H", "H", "H", "H", "H"], "positions_angstrom": [[0.440, -0.812, -0.300], [-1.047, 1.253, -3.086], [-0.530, -2.734, -1.645], [1.479, -2.387, 0.712], [3.758, 0.577, -3.254], [2.354, -0.872, -1.520], [7.729, -3.926, -2.327], [5.237, -0.512, -4.363], [6.974, -4.974, -0.610], [-3.210, -2.012, -3.162], [3.110, -3.583, 1.664], [6.880, -4.115, -1.469], [2.466, 2.538, 2.780], [0.244, 2.308, 2.200], [1.910, 1.033, 1.076], [4.482, -0.386, -3.405], [-1.902, -2.661, 0.625], [-3.052, -0.710, -3.561], [-2.564, 2.162, -3.610], [4.136, 1.387, 0.129], [-3.542, 1.675, 0.509], [-0.825, -6.331, -1.170], [-1.087, 0.572, -5.860], [-2.658, -2.619, 1.801], [1.229, 3.990, 5.954], [-5.690, -1.561, 0.140], [0.847, -0.078, -4.588], [-0.078, 3.361, -1.626], [-0.032, -3.746, 4.061], [-2.091, 2.794, 2.080], [2.186, 3.437, 3.829], [0.138, -1.297, 3.494], [-4.072, -2.595, 1.773], [-4.143, -2.269, 4.173], [-0.396, 0.556, -4.651], [2.652, -2.911, 0.746], [-3.348, 2.617, 1.517], [-3.796, 1.545, -3.473], [5.151, -0.651, 1.765], [1.520, 1.887, 1.968], [-1.560, -6.329, 0.009], [-4.938, 3.601, -4.039], [1.085, 3.088, -3.713], [5.587, -2.272, -2.405], [1.728, 5.282, 5.871], [0.100, 2.663, -2.827], [1.395, -0.666, -5.718], [-5.654, -4.054, 0.467], [1.643, 4.923, -2.253], [3.583, -2.648, -0.458], [-2.538, 3.496, -4.009], [-3.708, 4.213, -4.234], [-2.756, -2.336, 4.208], [-2.461, 0.905, 0.089], [5.981, -0.021, 0.848], [-0.865, -3.949, -1.086], [-1.034, 2.003, 1.584], [3.817, -0.274, 1.863], [5.468, 0.991, 0.043], [-3.922, 0.108, -3.135], [-4.789, -2.413, 2.953], [0.980, 1.622, 5.141], [0.701, -0.643, -6.923], [-0.474, -5.089, -1.719], [0.679, 4.491, -1.348], [1.457, 3.038, 4.961], [-1.601, -3.864, 0.120], [-0.499, -2.636, 3.118], [3.393, -1.599, -1.455], [-4.969, 2.267, -3.652], [5.687, -3.267, -1.470], [-0.542, -0.026, -6.992], [4.701, -3.440, -0.500], [-1.150, 1.034, 0.594], [1.855, 4.212, -3.426], [-1.943, -5.146, 0.639], [-4.816, -2.776, 0.467], [-2.008, -2.529, 3.052], [3.303, 0.726, 1.043], [2.489, 5.648, 4.769], [-1.903, 3.797, 3.197], [2.705, 4.730, 3.755], [3.575, 2.475, -0.740], [4.484, -1.448, -2.382], [-1.842, -7.276, 0.461], [-4.711, -2.119, 5.083], [6.364, -2.114, -3.135], [1.535, 5.992, 6.666], [-1.174, 4.580, 2.949], [3.134, 3.279, -0.145], [1.414, -0.100, -3.660], [-4.529, 1.547, 0.072], [-6.173, -4.182, -0.490], [-0.136, -1.007, 4.516], [1.039, -3.919, 3.923], [2.365, -1.145, -5.652], [-2.650, 0.167, -0.698], [0.529, 5.018, -0.413], [-4.178, 3.217, 1.879], [0.205, 3.062, 2.860], [-5.105, -0.639, 0.198], [-4.048, -2.874, -0.301], [4.810, -4.193, 0.267], [4.348, 2.901, -1.382], [0.010, 1.444, 4.673], [-1.584, 3.996, -4.118], [0.105, -5.007, -2.632], [2.241, 5.800, -2.034], [5.520, -1.463, 2.380], [-0.209, -3.482, 5.112], [-1.563, 3.325, 4.125], [2.780, 2.088, -1.382], [1.265, 2.538, -4.630], [-0.139, -2.883, 2.124], [0.889, 1.386, 6.202], [-2.502, -5.180, 1.569], [7.014, -0.330, 0.741], [-6.522, -1.467, 0.846], [0.662, 3.690, 6.829], [-5.920, 1.762, -3.514], [2.627, 4.522, -4.120], [6.108, 1.479, -0.687], [3.279, 5.006, 2.877], [-2.240, -2.242, 5.160], [-0.189, -0.499, 2.816], [-3.781, -2.020, -2.376], [-1.091, -0.008, -7.927], [-5.861, 4.148, -4.192], [-5.876, -2.389, 2.919], [1.129, -1.105, -7.804], [-2.060, 1.045, -5.919], [-6.409, -4.029, 1.260], [-3.653, 5.252, -4.537], [-6.133, -1.646, -0.863], [-0.519, -7.252, -1.649], [1.231, -1.370, 3.433], [-4.787, -0.227, -2.553], [-0.809, 3.008, -0.906], [-0.557, -4.682, 3.853], [3.147, -0.796, 2.537], [1.672, 0.913, 4.684], [-5.019, -4.927, 0.627], [2.901, 6.648, 4.689], [-2.847, 4.298, 3.415], [3.371, 2.619, 2.343]]}

---

Last place for stability: 1

---

--- 1 ---
{"formula": "CH20O9", "method": "ωB97M-V with the def2-TZVPD basis set", "gap_ev": 8.269, "species": ["O", "O", "O", "O", "O", "O", "O", "O", "O", "C", "H", "H", "H", "H", "H", "H", "H", "H", "H", "H", "H", "H", "H", "H", "H", "H", "H", "H", "H", "H"], "positions_angstrom": [[1.718, 0.813, 2.998], [-2.566, -2.099, 1.288], [-2.037, 1.297, 1.761], [0.312, 0.252, 0.922], [1.046, -2.168, 2.322], [2.649, 1.073, -0.760], [-0.490, 2.114, -0.924], [1.569, -1.102, -3.374], [-0.718, 0.662, -3.719], [0.195, -0.710, -0.164], [0.027, 1.282, -0.646], [0.142, 2.610, -1.205], [-0.439, -0.280, -0.937], [-1.776, -1.648, 1.188], [0.924, -0.460, -3.292], [-2.591, 1.935, 1.358], [-1.970, 1.353, 2.690], [1.424, 0.845, 2.055], [0.959, -1.160, -0.694], [-0.355, -1.695, 0.253], [-0.729, 0.778, -2.740], [-1.631, 0.400, -3.851], [1.090, -1.942, -3.245], [1.139, 1.507, 3.579], [1.947, 1.070, -0.109], [-1.189, 1.038, 1.275], [2.386, 0.766, -1.767], [0.547, -1.761, 1.704], [1.109, -3.053, 1.869], [-2.704, -1.710, 2.171]]}

---

--- 2 ---
{"formula": "CH20O9", "method": "ωB97M-V with the def2-TZVPD basis set", "gap_ev": 7.985, "species": ["O", "O", "O", "O", "O", "O", "O", "O", "O", "C", "H", "H", "H", "H", "H", "H", "H", "H", "H", "H", "H", "H", "H", "H", "H", "H", "H", "H", "H", "H"], "positions_angstrom": [[-2.147, -2.327, -1.829], [0.478, 0.830, 1.189], [2.313, 0.322, -2.726], [-1.907, 1.795, 1.484], [-1.703, -2.503, 0.956], [0.763, 3.178, 0.289], [-0.394, -0.533, -3.144], [3.128, 0.080, 1.062], [-0.021, -1.332, 2.661], [0.336, 0.222, -0.013], [-0.659, -1.015, 3.470], [-1.623, -1.659, -2.228], [0.663, 2.282, 0.349], [3.262, -0.842, 0.892], [-0.036, -0.525, 2.072], [0.424, -0.944, -0.078], [0.940, 3.684, 1.093], [-2.484, 1.087, 1.737], [0.448, -0.128, -3.197], [2.997, 1.021, -2.662], [-0.895, 0.158, -3.358], [-2.385, 2.240, 0.783], [2.305, 0.024, -1.882], [-1.117, 1.404, 1.187], [2.187, 0.347, 0.938], [-2.103, -3.350, 1.012], [-1.145, -2.191, 1.650], [-0.734, 0.157, -0.328], [-1.842, -2.227, -0.837], [0.951, 0.745, -0.542]]}

---

Last place for stability: 1

---

--- 1 ---
{"formula": "H3O4SSi", "method": "ωB97M-V with the def2-TZVPD basis set", "gap_ev": 9.258, "total_charge": -1, "species": ["S", "Si", "O", "O", "O", "O", "H", "H", "H"], "positions_angstrom": [[-1.483, -0.217, 0.045], [1.041, 0.185, -0.092], [-2.170, -0.915, -0.993], [-2.089, -0.361, 1.393], [1.647, 0.984, 1.077], [-1.729, 1.469, -0.382], [-1.498, 1.917, 0.468], [0.546, 0.908, -1.239], [1.810, -0.871, -0.759]]}

---

--- 2 ---
{"formula": "H3O4SSi", "method": "ωB97M-V with the def2-TZVPD basis set", "gap_ev": 9.820, "total_charge": -1, "species": ["S", "Si", "O", "O", "O", "O", "H", "H", "H"], "positions_angstrom": [[-1.446, 0.128, 0.047], [1.257, -0.087, -0.139], [-2.485, -0.551, -0.608], [-0.897, 1.344, -0.539], [-0.029, -1.076, -0.112], [-1.721, 0.197, 1.485], [2.275, -1.203, 0.487], [1.374, 0.991, 0.872], [1.673, 0.257, -1.494]]}

---

Last place for stability: 1

---

--- 1 ---
{"formula": "C2H7N2", "method": "ωB97M-V with the def2-TZVPD basis set", "gap_ev": 7.165, "total_charge": 1, "species": ["N", "N", "C", "C", "H", "H", "H", "H", "H", "H", "H"], "positions_angstrom": [[-0.546, 0.225, 0.683], [1.234, -0.935, -0.080], [0.838, 0.374, 0.429], [-1.382, 0.386, -0.405], [1.232, 0.432, 1.451], [-0.894, 0.761, -1.303], [2.029, -1.386, 0.354], [-1.860, -0.605, -0.543], [0.439, -1.522, -0.288], [1.113, 1.213, -0.212], [-2.203, 1.057, -0.085]]}

---

--- 2 ---
{"formula": "C2H7N2", "method": "ωB97M-V with the def2-TZVPD basis set", "gap_ev": [8.418, 7.282], "total_charge": 1, "species": ["N", "N", "C", "C", "H", "H", "H", "H", "H", "H", "H"], "positions_angstrom": [[-1.417, -0.964, -1.739], [-0.200, 0.768, 1.294], [-0.567, -1.072, -0.781], [1.149, 0.976, 1.108], [1.466, 0.541, 0.096], [1.506, 2.032, 1.146], [0.200, -1.782, -0.718], [-1.414, -1.582, -2.657], [1.714, 0.599, 1.987], [-0.656, 0.501, 2.094], [-1.781, -0.016, -1.831]]}

---

Last place for stability: 2

---

--- 1 ---
{"formula": "C2H7N2", "method": "ωB97M-V with the def2-TZVPD basis set", "gap_ev": 12.202, "total_charge": 1, "species": ["N", "N", "C", "C", "H", "H", "H", "H", "H", "H", "H"], "positions_angstrom": [[0.940, 0.664, -0.062], [-1.635, 0.038, -0.135], [-0.484, -0.020, 0.514], [0.678, -0.723, -0.119], [-0.392, 0.206, 1.638], [-2.295, 0.868, -0.018], [0.557, -1.160, -1.129], [1.340, -1.419, 0.431], [1.556, 1.014, 0.649], [1.246, 1.168, -0.900], [-1.509, -0.637, -0.871]]}

---

--- 2 ---
{"formula": "C2H7N2", "method": "ωB97M-V with the def2-TZVPD basis set", "gap_ev": 10.767, "total_charge": 1, "species": ["N", "N", "C", "C", "H", "H", "H", "H", "H", "H", "H"], "positions_angstrom": [[-1.862, 0.230, 0.003], [0.331, 0.040, 0.475], [1.655, -0.035, -0.127], [-0.787, -0.486, -0.017], [2.239, 0.805, 0.144], [1.561, -0.114, -1.145], [0.155, 0.903, 1.191], [-2.140, 1.050, 0.592], [-0.756, -1.328, -0.665], [-2.366, -0.062, -0.738], [1.970, -1.003, 0.287]]}

---

--- 3 ---
{"formula": "C2H7N2", "method": "ωB97M-V with the def2-TZVPD basis set", "gap_ev": 8.464, "total_charge": 1, "species": ["N", "N", "C", "C", "H", "H", "H", "H", "H", "H", "H"], "positions_angstrom": [[-2.481, -0.044, 0.064], [2.051, -0.706, 0.056], [1.789, 0.769, 0.047], [0.924, -0.306, -0.397], [-2.968, 0.742, 0.580], [1.356, 1.192, 0.956], [2.460, -1.458, 0.553], [2.496, 1.265, -0.562], [-2.883, -0.966, 0.308], [-2.608, 0.133, -0.883], [-0.136, -0.621, -0.721]]}

---

Last place for stability: 3

---

--- 1 ---
{"formula": "C2H7N2", "method": "ωB97M-V with the def2-TZVPD basis set", "gap_ev": 6.928, "total_charge": 1, "species": ["N", "N", "C", "C", "H", "H", "H", "H", "H", "H", "H"], "positions_angstrom": [[0.788, -0.353, -0.169], [-0.467, 1.420, 0.806], [0.221, -0.896, -1.349], [0.038, -0.156, 0.928], [0.439, -1.976, -1.429], [0.220, 1.953, 0.273], [-0.869, -0.748, -1.402], [0.569, -0.089, 1.884], [-0.715, 1.913, 1.668], [0.709, -0.424, -2.195], [-0.932, -0.644, 0.987]]}

---

--- 2 ---
{"formula": "C2H7N2", "method": "ωB97M-V with the def2-TZVPD basis set", "gap_ev": 11.724, "total_charge": 1, "species": ["N", "N", "C", "C", "H", "H", "H", "H", "H", "H", "H"], "positions_angstrom": [[0.688, -1.512, 1.138], [-0.181, 0.407, 0.206], [-0.595, 1.269, -0.908], [0.415, -0.691, 0.069], [0.793, -1.028, -0.924], [0.254, 1.748, -1.489], [0.410, -1.224, 2.123], [-1.190, 0.643, -1.582], [1.126, -2.459, 0.912], [-0.644, 0.686, 1.127], [-1.077, 2.162, -0.673]]}

---

Last place for stability: 1